# 1
{
  "formula": "C34H66BBrIO7S",
  "method": "ωB97M-V/def2-TZVPD",
  "e_above_lowest_kj_mol": 717.4,
  "total_charge": -1,
  "gap_ev": 7.44,
  "max_force_ev_per_a": 5.2,
  "e_lumo_ha": 0.0823,
  "symbols": ["H", "H", "H", "H", "S", "H", "H", "H", "C", "C", "C", "C", "C", "H", "Br", "O", "H", "C", "C", "H", "H", "C", "H", "H", "O", "C", "H", "H", "C", "H", "H", "H", "H", "H", "H", "C", "H", "C", "H", "B", "H", "C", "H", "H", "H", "C", "H", "H", "H", "C", "C", "H", "H", "C", "H", "H", "H", "C", "C", "C", "H", "H", "H", "H", "C", "H", "H", "H", "H", "C", "C", "C", "H", "H", "C", "O", "H", "H", "H", "H", "H", "H", "H", "C", "C", "C", "H", "C", "O", "H", "H", "H", "H", "H", "H", "H", "O", "I", "O", "H", "C", "C", "H", "H", "C", "H", "H", "C", "C", "H", "O"],
  "xyz": [[0.7699, 4.1572, 2.0562], [-6.1796, 1.2259, -1.6663], [-4.3623, -0.3878, -6.2793], [-5.8910, 1.1440, -3.5154], [0.9379, -4.1599, -1.6209], [-0.3176, -8.3635, 5.3639], [-0.1202, 0.1468, -8.3544], [2.8014, -2.2847, -7.3165], [-7.7700, 1.2485, -8.3333], [-5.4623, 1.5041, -2.5102], [0.0534, -7.3654, 5.1181], [-4.1175, -0.8554, -2.6641], [-0.0744, -0.7010, -7.6662], [5.7199, 4.6603, 6.8684], [2.3431, 3.4940, 5.4664], [7.3961, 5.8813, 6.7806], [-7.8093, 2.0998, -9.0173], [0.0961, 0.0879, 2.1588], [6.2879, 5.2556, 6.1462], [6.2605, 6.9548, 9.7841], [-7.1642, -1.1656, -7.2843], [7.0895, 6.8270, 7.7945], [0.5858, 0.5358, -6.0538], [2.2415, -0.1896, 2.0264], [-2.2008, -2.5349, 3.6576], [-5.0359, -0.8519, -7.0045], [-2.8279, -2.8195, -2.7041], [0.5391, -3.1083, -6.6127], [-2.7835, 1.3374, -1.7423], [0.3830, 1.8221, -1.9069], [-7.1300, 2.4777, -6.7072], [-0.5952, 1.0094, 2.1824], [6.8666, 5.3396, 9.3486], [2.2519, 0.8097, 4.2695], [-8.7789, 1.0405, -7.9668], [1.5688, 0.7574, 2.0857], [-5.8016, 1.6834, -7.5310], [-0.8859, -3.9524, 6.1645], [-4.8955, -0.3358, -7.9582], [0.8682, 0.4401, -0.0827], [-0.7371, -6.8394, 4.5765], [-2.8254, -1.6984, -2.4361], [-5.0785, -1.3252, -3.0888], [0.1092, -4.7620, 4.4164], [3.1046, -0.3145, 0.0292], [0.4504, -6.6202, 6.3806], [-0.4389, -3.9703, -1.4440], [0.3278, 2.7151, 3.9819], [-6.5924, -1.3836, -5.6406], [6.3464, 6.2256, 8.9747], [2.2604, -0.1327, -0.7358], [3.1475, -1.6628, -2.0980], [-7.4436, 0.3757, -8.9047], [-0.2691, -0.9155, 3.3433], [2.9605, -3.8410, -6.4962], [3.3532, -2.3294, -5.6434], [-4.7434, -1.8954, -7.1435], [-0.1652, 1.3058, -1.0262], [1.7277, 4.0262, 2.6633], [0.8812, -0.4062, -6.5229], [3.2685, 1.7886, 3.0984], [1.3782, -2.5920, 0.3204], [2.5919, 3.7184, 1.9781], [8.0470, 7.2198, 8.1470], [2.1772, 1.5062, 3.3605], [1.1295, -3.3196, -4.9744], [1.1579, -7.2357, 6.9435], [0.4699, -1.7707, 3.5025], [-2.8272, 2.4605, -1.4980], [-6.4768, -0.7625, -6.5329], [0.3574, -4.4066, 5.4215], [1.8480, -2.8037, -0.6964], [-0.6308, -1.6648, -1.7408], [6.7061, 4.5505, 5.4230], [1.4357, 2.8676, 3.7657], [0.0530, -0.4418, 0.7922], [-1.6302, -4.7510, 6.2222], [1.9040, -0.2647, -6.8886], [1.0214, -3.5477, 5.2922], [1.3763, -1.3418, -2.4501], [4.6365, 5.6902, 4.8262], [-0.4140, -6.4630, 7.0342], [2.8925, -3.2509, -0.4751], [-6.8278, 1.5385, -7.1779], [5.3852, 6.2299, 5.4105], [2.6710, -2.7962, -6.3587], [-0.2777, -0.3022, 4.3241], [2.1174, -1.4868, -1.5924], [1.3925, 1.5004, 0.8530], [6.5411, 7.6758, 7.3728], [5.9684, 6.8667, 4.7397], [2.6596, 0.7024, -1.4329], [-1.3458, -3.1045, 5.6551], [2.0643, 4.9846, 3.2002], [0.2443, -1.5775, -8.2367], [-1.0793, -0.9055, -7.2870], [1.1088, -5.3893, 6.1248], [-3.3312, -0.2442, 2.1385], [0.8522, -1.3873, -5.4979], [4.8561, 6.8867, 6.1062], [1.2356, -2.7025, -5.8709], [-1.4490, 0.5154, -1.5456], [5.3360, 5.9171, 8.6945], [0.9061, -7.4600, 4.4407], [-1.7979, -1.4437, 3.1859], [-0.6393, -3.6606, 7.1896], [-5.2351, 2.6336, -2.5525], [-4.0934, 0.6643, -2.2907], [-1.5325, -0.9895, -1.8843], [-0.5676, 2.1814, -0.3810], [-6.8667, 0.5513, -6.1578]],
  "forces_ev_per_a": [[1.5, 0.0, 0.7], [0.9, 0.6, -1.2], [-0.1, -0.1, 0.0], [0.4, 0.7, 1.5], [-0.4, 0.2, 0.4], [0.0, 0.1, 0.0], [0.0, 0.0, 0.1], [0.0, -0.1, 0.0], [0.0, -0.2, -0.1], [1.4, -0.9, -0.2], [-0.2, 0.1, -0.2], [3.3, 1.5, 1.5], [0.0, -0.2, -0.1], [-0.1, 0.0, 0.0], [-0.6, -0.3, -0.4], [0.2, 0.0, 0.0], [0.0, 0.0, 0.1], [0.8, 1.3, -1.0], [-0.1, 0.0, -0.2], [0.0, 0.0, -0.1], [0.0, 0.0, -0.1], [0.1, -0.1, 0.0], [0.0, -0.2, 0.2], [-0.6, 1.5, -0.5], [1.8, 4.5, -2.0], [0.1, 0.2, -0.2], [0.1, 2.0, 0.6], [0.0, 0.0, -0.1], [-0.6, -3.6, -1.1], [-1.0, -0.9, 1.1], [0.1, -0.2, 0.2], [0.5, -1.4, 0.3], [0.0, 0.1, 0.0], [-0.4, 0.8, -1.4], [0.1, 0.1, 0.0], [-0.7, -1.1, 0.7], [0.0, 0.0, -0.1], [-0.1, -0.1, 0.2], [0.0, -0.1, 0.0], [0.3, 1.3, 0.2], [0.0, -0.1, 0.0], [-0.3, 4.0, 0.6], [1.7, 0.8, 0.8], [-0.1, 0.0, 0.0], [-1.3, 0.3, -0.9], [0.1, 0.0, -0.1], [1.5, 0.4, 0.2], [1.6, 0.4, -0.1], [-0.1, 0.2, 0.0], [-0.2, -0.1, 0.0], [0.5, -1.2, -1.2], [-1.7, 0.1, 0.5], [0.0, 0.1, 0.0], [-0.8, 1.0, -0.5], [0.0, 0.1, 0.0], [-0.1, -0.1, 0.0], [0.0, 0.1, 0.0], [-1.3, 0.3, -1.2], [-0.1, -0.4, 0.6], [-0.1, 0.0, 0.1], [-1.7, -0.4, 0.4], [0.3, -0.1, -1.6], [-1.4, 0.2, 0.9], [0.0, -0.1, -0.2], [0.1, 0.8, -0.4], [-0.1, 0.3, 0.0], [0.1, 0.2, 0.0], [-1.3, 0.9, -0.5], [0.2, -2.0, -0.4], [0.2, 0.0, 0.1], [-0.1, 0.1, 0.1], [0.7, 0.8, 0.2], [-1.3, 1.2, -0.2], [0.2, 0.1, 0.2], [1.0, -0.2, -1.4], [-0.3, -0.7, 2.5], [0.0, 0.1, -0.1], [0.0, 0.0, -0.1], [0.1, -0.2, 0.1], [0.8, -0.4, 1.3], [0.1, 0.0, 0.1], [-0.1, 0.0, -0.1], [-1.8, 0.4, -0.4], [-0.1, 0.0, 0.1], [-0.1, 0.2, 0.1], [0.1, 0.2, -0.2], [-0.1, -0.8, -1.5], [1.2, 0.3, -0.2], [1.2, -0.7, 3.0], [-0.1, 0.0, 0.0], [0.0, -0.1, 0.0], [-0.6, -1.3, 0.9], [0.1, -0.2, 0.0], [-0.9, -1.3, -0.9], [0.0, 0.1, 0.0], [0.1, 0.1, 0.0], [0.2, -0.1, 0.1], [0.9, -0.3, 0.4], [0.0, 0.0, 0.0], [-0.1, -0.1, -0.1], [0.1, 0.0, 0.2], [-3.4, -0.7, -1.4], [0.0, 0.1, 0.1], [0.0, 0.0, 0.1], [-0.1, -3.9, 1.8], [0.1, 0.0, -0.1], [-0.5, -1.8, 0.2], [2.4, -1.4, 0.3], [-2.6, 1.1, -0.6], [0.6, -1.4, -1.0], [-0.1, 0.1, 0.1]],
  "lowdin_charge": [0.083, 0.071, 0.083, 0.059, 0.594, 0.073, 0.073, 0.062, -0.086, -0.105, -0.084, -0.078, -0.084, 0.104, 0.555, -0.167, 0.074, -0.294, -0.276, 0.074, 0.104, -0.286, 0.121, 0.151, -0.100, -0.080, 0.077, 0.105, -0.006, 0.114, 0.118, 0.118, 0.082, 0.103, 0.081, -0.271, 0.108, -0.079, 0.064, -0.897, 0.069, -0.067, 0.079, 0.110, 0.102, -0.288, -0.149, 0.097, 0.114, -0.085, -0.099, 0.098, 0.065, -0.083, 0.074, 0.082, 0.078, -0.052, -0.150, -0.278, 0.122, 0.074, 0.085, 0.115, -0.203, 0.104, 0.114, 0.124, 0.092, -0.280, -0.274, -0.532, 0.047, 0.120, -0.643, -0.055, 0.071, 0.105, 0.112, 0.086, 0.046, 0.104, 0.074, -0.280, -0.085, -0.083, 0.134, -0.272, -0.056, 0.105, 0.082, 0.111, 0.046, 0.044, 0.063, 0.077, -0.166, 0.790, -0.163, 0.068, -0.277, -0.143, 0.067, 0.082, -0.674, 0.082, 0.073, -0.227, -0.013, 0.110, -0.173]
}


# 2
{
  "formula": "C34H66BrClN3O13S5",
  "method": "ωB97M-V/def2-TZVPD",
  "total_charge": 1,
  "gap_ev": 8.57,
  "max_force_ev_per_a": 4.5,
  "e_lumo_ha": -0.1220,
  "symbols": ["H", "C", "C", "H", "Br", "C", "H", "H", "H", "H", "H", "H", "O", "H", "H", "C", "H", "H", "H", "Cl", "C", "N", "H", "C", "H", "O", "H", "H", "C", "H", "C", "H", "C", "O", "H", "C", "H", "S", "C", "S", "C", "H", "H", "C", "H", "H", "H", "C", "H", "C", "H", "H", "C", "H", "H", "H", "H", "H", "O", "H", "H", "H", "C", "C", "S", "C", "H", "O", "N", "O", "H", "C", "H", "H", "H", "O", "H", "N", "H", "C", "H", "C", "O", "H", "C", "O", "C", "S", "C", "H", "H", "O", "O", "H", "C", "C", "H", "H", "H", "C", "O", "H", "H", "H", "H", "H", "H", "H", "H", "C", "C", "S", "H", "C", "H", "H", "C", "C", "H", "H", "C", "H", "O"],
  "xyz": [[3.2169, -1.2286, -3.3269], [8.0934, -1.7116, 1.1393], [-2.9846, 4.5340, -1.3604], [7.4163, -1.0058, 0.6610], [-1.7448, 5.7106, -0.3183], [-1.0833, 2.0882, 0.2640], [3.0853, -0.4208, 2.2392], [5.4882, -1.3685, -4.2737], [8.7077, -3.9442, 3.6640], [-0.3198, 2.2687, 1.0238], [-6.7633, 2.6592, 0.5644], [0.5933, -0.1315, -0.6566], [-6.5481, 1.9499, 3.3817], [-9.3580, -1.4398, 1.4834], [-5.6997, -2.2398, -2.6939], [8.4911, -2.8912, 3.5008], [9.9434, -0.5990, 1.3934], [-5.9630, -0.2430, -1.1036], [4.0588, 5.6870, 0.0093], [-4.6128, 6.7661, -0.4907], [3.7345, 1.5515, -4.7224], [-4.5693, 4.3117, 0.3384], [-4.9255, -2.6220, -0.4088], [-5.6926, 2.4504, 2.4268], [-2.7006, -1.5324, 0.3575], [1.9930, 0.2638, -6.2251], [6.4866, 4.8712, -0.9642], [1.3087, -0.3483, 2.4293], [-4.4327, -1.7946, -0.9582], [2.6827, -1.2984, 4.5049], [4.7764, -0.6905, -4.7418], [-4.1704, -1.3439, -3.1163], [-5.1383, 1.3063, 3.3326], [-1.9016, 3.2607, 0.2466], [-5.2511, 4.7530, -1.6211], [4.9566, 0.7509, -4.2514], [10.3204, -2.8258, 2.3503], [2.3847, 0.3757, -4.8454], [-4.4340, 5.0463, -0.9596], [-8.0036, -4.3642, -0.1206], [-4.1308, 0.6916, -0.3331], [4.9280, -0.7353, -5.8228], [-9.6630, -2.8209, -0.8651], [2.8240, -3.5397, 1.9019], [-4.1546, -3.0376, -2.6581], [8.1385, -2.4378, 4.4258], [1.6520, 1.0397, -1.4558], [3.4127, 3.6267, -0.3348], [-5.5518, 4.3952, 0.5944], [-4.6436, -2.0766, -2.4530], [-7.4022, -2.7256, 2.2505], [-10.3314, -2.9016, 1.3980], [-4.1600, 3.0471, -0.0142], [4.2825, -2.5988, 3.1874], [3.6678, -3.8766, 1.3024], [3.4635, 2.3327, -4.0169], [3.9781, 2.4974, -2.0983], [3.3408, 3.4479, 0.7413], [0.6227, -2.4833, 0.8890], [5.8805, 1.1912, -4.6221], [-1.6050, 1.1762, 0.5736], [3.8922, 1.9848, -5.7085], [4.0776, 2.4357, -1.0171], [2.1786, -1.0029, 2.4102], [2.0236, -2.1738, 1.0664], [4.3310, 4.8267, -0.6009], [-0.0254, 2.6901, -1.5744], [6.1076, -1.9614, 2.8454], [-4.7644, 1.9421, 0.2097], [-1.1682, 0.9992, -1.9220], [2.4054, 3.7950, -0.7168], [9.6979, -2.1384, 2.9270], [-2.3352, -1.3339, -1.3714], [-8.7563, -3.2826, 3.2380], [-5.5061, -0.6852, 0.5334], [6.0654, 1.9311, 0.6260], [2.0970, -4.3441, 2.0042], [-2.9137, 3.1549, -0.7193], [-8.1150, -2.0247, -0.4841], [-6.0100, 1.9759, 0.9659], [1.3370, -2.2870, 3.9305], [3.2704, -3.0011, 3.2664], [6.5912, 2.3511, -1.8054], [-7.3156, -5.1623, 2.0198], [-9.3208, -2.5086, 1.2724], [1.4179, 0.6434, -3.7993], [-8.3656, -3.2428, 2.2221], [5.8113, 2.6104, -0.6196], [-2.9234, -1.9121, -0.6483], [-5.2650, 3.4387, 2.5735], [8.5453, -2.3644, 0.3925], [-6.6036, -4.1578, -0.4074], [6.9430, -4.0278, 1.6730], [-3.7694, 0.9360, -1.3348], [0.8754, 0.9266, -0.7010], [-8.8373, -2.7730, -0.1592], [5.0062, 0.7599, -3.1621], [-6.4313, 0.9978, 1.1764], [-4.8691, 1.7752, 4.2751], [-5.0984, -0.4851, -0.4714], [2.8490, -1.7334, -0.0353], [-0.5666, 0.4864, -2.4825], [-2.5866, -2.9501, -0.6882], [-5.5732, 0.3131, 3.2949], [3.2843, -3.7953, 4.0126], [3.7127, 1.4745, -0.6599], [-2.7348, 4.6048, -2.4130], [-3.3054, 0.4394, 0.3234], [10.3173, -1.7266, 3.7227], [-8.1890, -4.6397, 1.6362], [9.1561, -1.0406, 2.0024], [7.1841, -2.7431, 2.2800], [8.7041, -0.2447, 2.5988], [2.3109, -1.8718, 3.6564], [1.3036, 1.1677, 0.2810], [4.2421, 5.1266, -1.6475], [-0.3684, 1.7885, -1.0469], [3.3380, -1.0680, -4.3998], [2.9737, -1.9318, -4.9514], [-9.0832, -5.2448, 1.7831], [5.7695, 4.3783, -0.3123], [6.0408, 4.5429, 0.7290], [-8.7877, -5.3324, -0.8362]],
  "forces_ev_per_a": [[-0.1, 0.0, 0.0], [0.2, 0.3, -0.1], [-0.3, 1.1, 1.9], [-0.1, -0.1, 0.1], [0.1, 0.4, -1.3], [0.6, -0.4, -0.6], [0.0, -0.1, -0.1], [0.0, 0.0, 0.0], [-0.2, 0.0, 0.0], [-0.3, 0.5, 0.0], [0.1, -0.3, -0.5], [0.0, 0.2, 0.0], [-0.2, 1.1, -0.8], [0.0, 0.0, 0.0], [0.1, 0.3, -0.1], [0.4, 0.0, 0.2], [0.0, 0.0, 0.0], [0.2, 0.1, 0.0], [0.0, 0.0, 0.0], [-0.4, -0.5, -0.9], [0.4, 0.1, 0.1], [-1.5, -0.9, -1.5], [0.1, 0.6, -0.4], [0.6, -2.8, -0.2], [0.1, -0.2, -0.1], [-0.3, 0.1, 0.1], [0.1, -0.1, 0.0], [0.0, 0.0, -0.2], [0.3, -0.7, -0.1], [0.0, 0.0, 0.0], [0.0, 0.1, -0.1], [-0.2, 0.1, 0.1], [-3.4, 2.8, 0.8], [-0.2, -2.1, 0.9], [0.3, 0.3, -0.3], [0.0, -0.1, 0.0], [0.0, 0.0, 0.0], [0.4, -0.3, 0.1], [1.3, 0.4, 1.4], [-0.3, -0.2, 0.2], [-0.6, -0.7, -0.7], [0.0, -0.1, 0.0], [0.1, -0.1, -0.1], [0.2, -0.3, 0.3], [-0.1, 0.2, -0.1], [-0.1, 0.0, -0.1], [-0.2, -0.1, 0.0], [0.1, 0.1, 0.0], [0.2, -0.1, 0.5], [0.1, -0.6, 0.3], [0.0, -0.1, 0.0], [0.0, 0.0, 0.0], [1.0, 1.6, 0.4], [-0.3, -0.1, 0.0], [-0.1, 0.0, -0.1], [-0.2, 0.0, -0.1], [0.1, 0.0, 0.0], [0.0, 0.0, 0.0], [0.0, 0.2, -0.3], [0.0, 0.0, 0.1], [-0.1, 0.3, 0.0], [-0.1, -0.1, 0.0], [-0.4, 0.1, 0.2], [0.0, 0.2, 0.3], [0.4, 0.0, 0.3], [-0.1, 0.0, 0.0], [-0.3, 0.2, 0.3], [0.1, -0.1, 0.0], [0.0, -0.5, -0.6], [-0.5, 0.3, 0.0], [0.0, 0.0, 0.0], [0.0, 0.0, -0.1], [0.0, 0.0, 0.2], [0.0, 0.0, 0.0], [0.0, -0.1, -0.2], [0.2, -0.1, -0.1], [-0.1, 0.1, -0.1], [-0.7, 1.1, -1.2], [0.1, -0.1, 0.0], [0.1, 0.7, 2.5], [0.0, 0.1, 0.0], [0.1, 0.1, 0.1], [0.1, -0.2, 0.2], [0.0, -0.1, -0.2], [0.0, 0.0, 0.0], [-0.3, 0.1, -0.2], [0.0, 0.1, -0.1], [-0.1, 0.2, -0.2], [-0.3, 0.5, 0.2], [-0.1, 0.0, 0.1], [-0.1, -0.1, 0.0], [-0.1, -0.1, -0.1], [-0.4, 0.0, 0.1], [0.4, 0.1, 0.3], [0.0, 0.1, 0.3], [-0.2, 0.4, 0.1], [0.1, 0.0, 0.0], [0.0, 0.0, -0.8], [1.5, -1.1, 0.0], [-0.1, 0.0, 1.0], [-0.4, 0.0, -0.3], [0.0, 0.2, -0.1], [-0.1, 0.1, 0.0], [1.6, -0.5, -0.6], [0.0, 0.0, 0.0], [0.2, -0.1, 0.0], [0.0, -0.4, 0.1], [-0.1, -0.1, -0.1], [0.0, 0.0, 0.0], [0.0, 0.1, 0.4], [0.0, 0.0, 0.2], [0.6, 0.0, -0.3], [0.0, 0.0, -0.1], [-0.1, -0.2, 0.0], [0.0, 0.1, -0.2], [0.0, 0.0, 0.0], [1.2, -1.2, 0.0], [0.3, -0.2, 0.1], [-0.2, 0.1, 0.0], [0.0, 0.0, -0.1], [-0.2, 0.4, 0.0], [0.0, -0.1, 0.0], [0.2, 0.0, -0.2]],
  "lowdin_charge": [0.106, -0.222, -0.444, 0.104, 0.786, -0.120, 0.110, 0.120, 0.104, 0.134, 0.144, 0.082, -0.088, 0.110, 0.076, -0.216, 0.118, 0.124, 0.116, 0.625, -0.211, 0.068, 0.104, -0.293, 0.075, -0.304, 0.105, 0.094, -0.406, 0.118, -0.206, 0.083, 0.058, -0.250, 0.120, -0.209, 0.118, 0.685, -0.651, 0.670, -0.084, 0.122, 0.106, -0.204, 0.088, 0.105, 0.052, -0.215, 0.119, -0.070, 0.109, 0.120, -0.260, 0.065, 0.104, 0.079, 0.074, 0.122, -0.334, 0.122, 0.120, 0.109, -0.237, -0.236, 0.654, -0.206, 0.145, -0.336, 0.069, -0.054, 0.108, -0.211, 0.073, 0.117, 0.102, -0.317, 0.106, -0.040, 0.088, -0.048, 0.117, -0.209, -0.321, 0.110, -0.212, -0.339, -0.222, 0.668, -0.065, 0.139, 0.111, -0.324, -0.320, 0.137, -0.041, -0.216, 0.088, 0.118, 0.110, -0.146, -0.337, 0.076, 0.091, 0.115, 0.121, 0.096, 0.108, 0.098, 0.115, -0.225, -0.216, 0.680, 0.121, -0.211, 0.074, 0.119, -0.370, -0.217, 0.112, 0.112, -0.213, 0.106, -0.306]
}